Entry 1:
C7H24O6 | the ωB97M-V functional and the def2-TZVPD basis

Geometry as XYZ:
```
37
Properties=species:S:1:pos:R:3:forces:R:3
C 2.080555 -1.770767 -2.172571 -3.1 0.1 0.5
C 0.712589 -1.719310 -2.035421 3.5 0.8 -0.5
C -0.056717 -2.518931 -1.072619 0.5 -3.5 -1.3
C 0.011331 -0.579412 -2.675671 -0.4 0.1 0.7
C -0.497840 0.338495 -1.641107 -1.1 2.0 0.0
C -0.963481 1.587716 -1.798778 0.5 -0.7 -0.1
C -2.055884 2.136068 -0.944801 -1.7 2.4 -2.4
H 2.690911 -2.459602 -1.674921 0.5 -1.3 0.9
H 2.663169 -1.046424 -2.673060 0.1 0.8 -0.9
H 0.466238 -3.524628 -0.937711 -0.5 1.2 0.0
H -0.154561 -2.123430 -0.103003 -0.3 0.7 0.9
H -1.027724 -2.811827 -1.492845 -0.1 0.3 0.3
H -0.864056 -0.831499 -3.281026 0.1 -0.5 0.0
H 0.642181 -0.018488 -3.295600 1.2 0.6 -1.2
H -0.670439 0.038148 -0.646431 -0.7 -1.5 1.0
H -0.539703 2.254101 -2.522137 -0.3 0.0 -1.1
H -3.114357 1.710062 -1.117925 1.9 0.2 0.6
H -2.185303 3.234294 -1.228041 0.0 -1.2 0.1
H -1.754610 2.262862 0.034709 0.0 -0.5 2.6
O -2.944149 -0.925429 2.248508 -0.7 -0.2 -3.1
H -2.082239 -1.297832 1.946709 -0.1 -0.1 0.7
H -3.418706 -1.003603 1.340993 0.7 0.5 2.4
O -1.084304 1.681335 2.747588 -0.7 -2.2 -1.6
H -1.523047 0.778879 2.537254 0.5 2.0 0.5
H -0.868261 1.625427 3.665556 0.1 0.0 1.1
O 3.575557 1.437359 -0.276758 -1.4 0.6 1.1
H 3.410370 1.632547 0.670743 0.9 -0.3 -0.4
H 2.706234 1.813411 -0.522588 0.5 -0.3 -0.7
O -0.563606 -2.106609 1.999802 -1.2 -1.2 -0.2
H 0.099186 -1.439805 2.185135 0.8 -0.4 1.0
H -0.735950 -2.806076 2.679030 0.9 1.4 -0.6
O 1.128859 2.718393 0.906484 -1.1 -0.9 -1.4
H 0.463743 2.368088 0.250900 1.1 0.8 0.1
H 0.751332 2.230148 1.634465 -0.1 0.1 1.2
O 1.902472 -0.512055 2.710137 0.3 -0.3 -1.3
H 1.352882 0.299230 2.689804 0.9 -0.5 -0.6
H 2.447327 -0.650834 1.865199 -1.4 0.9 1.7
```
Forces are in eV/Å.

**Energy above the lowest of the compared OMol25 structures with the same formula, charge and spin**: 68.16 kcal per mole
**Structure (SMILES)**: C=C(C)C/C=C/C.O.O.O.O.O.O
**HOMO level**: -0.329 Ha
**LUMO level**: 0.037 eV
**Frontier orbital gap**: 9.00 eV

Partial charges, Löwdin, in e: C 0.074; C -0.353; C -0.077; C -0.176; C -0.114; C -0.177; C -0.109; H 0.036; H 0.047; H 0.112; H 0.020; H 0.092; H 0.133; H 0.101; H 0.088; H 0.097; H 0.110; H 0.094; H 0.015; O -0.121; H -0.031; H 0.093; O -0.066; H 0.063; H 0.030; O -0.091; H 0.025; H 0.014; O -0.064; H 0.015; H 0.110; O -0.057; H 0.039; H -0.016; O -0.081; H 0.025; H 0.098

Entry 2:
C29H39BF4GdN7PS2 | the ωB97M-V functional and the def2-TZVPD basis

Geometry as XYZ:
```
84
Properties=species:S:1:pos:R:3:forces:R:3
Gd -0.853156 0.179255 -0.780846 -0.6 0.0 0.2
N -0.910481 2.814740 -1.649543 -0.3 -1.2 -0.7
C -1.698673 3.671311 -0.810414 0.2 0.7 1.5
C -2.948967 3.027283 -0.254201 -0.8 -0.9 -0.5
N -2.714713 1.778968 0.541682 -0.8 0.5 -1.3
C -2.495355 1.976281 1.967392 -0.8 -1.0 1.2
C -1.253794 2.742946 2.322172 -0.7 -0.3 0.1
N -0.167662 2.183436 1.571509 1.5 -0.9 -0.3
H -0.005609 3.218935 -1.765501 0.7 0.2 0.1
H -1.301878 2.833429 -2.582818 -0.2 -0.5 -0.4
H -1.984761 4.579153 -1.322064 -0.2 0.4 -0.1
H -1.026451 3.946587 0.007457 -0.3 0.2 0.0
H -3.646300 2.814523 -1.092676 0.6 -0.4 0.2
H -3.569650 3.714289 0.306360 0.3 0.6 0.5
H -3.570316 1.223492 0.429045 0.6 0.5 0.1
H -2.426216 0.949191 2.370419 0.2 0.3 0.1
H -3.323491 2.417934 2.559979 -0.1 0.1 -0.7
H -1.144364 2.641823 3.416385 0.1 0.4 -0.3
H -1.393222 3.780612 2.006790 0.1 0.0 0.4
H 0.207180 1.319851 2.006629 -0.5 0.7 -0.3
H 0.599796 2.828805 1.619052 0.5 0.3 -0.1
S -2.100521 -4.410930 0.613074 0.0 1.3 -0.5
C -3.281112 -3.386015 1.426221 0.4 -2.3 0.2
C -4.110403 -3.749951 2.484376 -1.2 1.4 1.3
C -4.962415 -2.738923 3.029928 2.7 -0.8 -2.3
C -4.876434 -1.440290 2.466688 -1.9 -1.1 2.0
C -4.114765 -1.191017 1.379282 -0.2 1.5 -0.9
C -3.294793 -2.147052 0.846522 0.7 0.6 -0.1
N -2.355831 -1.915395 -0.161151 -1.2 0.4 0.8
C -1.705430 -2.990338 -0.402544 0.2 -0.8 0.1
C -0.741973 -2.991513 -1.481069 0.8 -0.9 -0.7
C -0.269228 -4.222915 -1.920329 -1.1 -1.4 0.2
C 0.482177 -4.411910 -3.051352 0.3 1.5 0.5
C 0.872158 -3.270432 -3.723894 0.7 0.3 -0.5
C 0.534348 -2.019718 -3.240856 -0.6 0.4 0.2
C -0.332322 -1.839372 -2.141077 1.1 0.3 0.3
H -4.132202 -4.701423 3.033632 0.3 0.2 -0.9
H -5.581679 -3.085608 3.809699 -0.8 0.4 0.9
H -5.514300 -0.698085 2.942375 0.2 0.2 -0.4
H -4.191668 -0.251841 0.841491 0.0 -0.1 0.4
H -0.681452 -5.111510 -1.443477 0.3 0.0 0.2
H 0.866522 -5.347780 -3.320156 0.1 -1.3 -0.5
H 1.485450 -3.302445 -4.630569 -0.2 -0.2 0.3
H 0.903966 -1.180459 -3.825552 -0.2 0.0 0.3
C 4.885126 1.951487 -1.835922 0.8 -1.3 -0.2
N 4.215127 0.992566 -2.957731 0.5 2.6 0.1
C 4.727675 -0.349905 -2.688954 0.6 -0.7 0.1
N 4.465553 -0.730690 -1.371684 2.4 0.6 2.0
C 5.130111 0.190087 -0.381542 0.6 -1.2 -0.2
N 4.572482 1.517632 -0.517773 0.6 0.4 -1.0
C 3.197556 1.564848 -0.148629 -2.0 1.0 0.9
P 1.999940 0.536415 -1.164819 2.3 -1.0 -0.5
C 2.718579 1.124164 -2.825999 -1.5 -0.5 -1.3
C 3.124740 -1.023040 -1.025515 -1.6 0.4 -1.6
H 4.648110 2.953586 -2.147649 -0.5 0.4 0.3
H 5.973161 1.759996 -1.943211 -0.6 0.4 -0.4
H 4.654896 1.352367 -3.845448 -1.2 -0.4 0.7
H 5.800099 -0.323070 -2.929361 -0.2 -0.1 0.2
H 4.236431 -1.034909 -3.327597 -0.5 -0.7 -1.0
H 6.224869 0.293369 -0.658346 -1.1 -0.5 0.6
H 4.988496 -0.217477 0.664345 0.2 0.5 -1.3
H 2.798801 2.588325 -0.299607 0.4 -0.2 0.3
H 3.094042 1.332972 0.939730 0.0 0.0 -0.9
H 2.463709 2.166580 -2.901986 0.2 0.7 0.1
H 2.097259 0.704658 -3.707684 1.4 0.1 1.3
H 2.777464 -1.873063 -1.624181 -0.3 0.2 0.2
H 3.043877 -1.242289 -0.005433 0.0 -0.7 1.5
S 0.658007 -1.046546 1.256862 0.2 -0.2 0.4
C 0.286088 -0.699642 2.974879 -0.5 -0.2 -0.7
C 1.152787 -0.029100 3.789126 1.4 1.8 0.7
C 0.795408 0.418714 5.078217 0.1 -0.7 -0.3
C -0.435335 -0.006413 5.586239 1.2 -0.2 -0.1
C -1.285962 -0.777793 4.789712 -0.7 -0.1 2.1
C -0.941801 -1.070011 3.520078 0.5 -0.1 -1.3
H 2.135589 0.285363 3.411897 -0.4 -0.3 0.0
H 1.539148 0.991242 5.681499 -0.8 -0.6 -0.5
H -0.563559 0.077055 6.644029 -0.6 0.4 0.4
H -2.188117 -1.247369 5.234163 0.6 0.6 -0.4
H -1.588120 -1.605218 2.882029 -0.8 -0.7 -0.5
F -2.400413 0.142577 -2.540880 -0.6 -0.3 1.2
B -1.736667 0.381666 -3.749460 -0.2 2.2 -1.3
F -2.027816 -0.565093 -4.660644 0.7 -0.4 0.0
F -2.190538 1.658446 -4.186284 0.3 -0.3 0.1
F -0.316813 0.619595 -3.404539 -0.6 -0.3 -0.1
```
Forces are in eV/Å.

**HOMO level (spin up / spin down)**: -0.367 / -0.365 Ha
**LUMO level (spin up / spin down)**: -2.784 / -3.312 eV
**Charge**: +1
**Frontier orbital gap (spin up / spin down)**: 7.21 / 6.63 eV
**Multiplicity**: 8

Partial charges, Löwdin, in e: Gd 1.314; N -0.022; C -0.264; C -0.175; N -0.125; C -0.233; C -0.258; N -0.007; H 0.071; H 0.073; H 0.123; H 0.092; H 0.137; H 0.119; H 0.077; H 0.104; H 0.135; H 0.129; H 0.111; H 0.006; H 0.075; S 1.128; C -0.465; C -0.057; C -0.039; C -0.069; C -0.053; C -0.329; N 0.027; C -0.532; C -0.279; C -0.052; C -0.059; C -0.078; C -0.135; C -0.167; H 0.119; H 0.090; H 0.113; H 0.097; H 0.089; H 0.096; H 0.113; H 0.079; C -0.064; N -0.063; C -0.167; N -0.150; C -0.116; N -0.161; C -0.327; P 0.958; C -0.241; C -0.298; H 0.138; H 0.140; H 0.205; H 0.156; H 0.138; H 0.149; H 0.164; H 0.097; H 0.106; H 0.079; H 0.120; H 0.105; H 0.018; S 0.551; C -0.669; C -0.156; C -0.071; C -0.086; C -0.085; C -0.140; H 0.099; H 0.117; H 0.095; H 0.124; H 0.074; F 0.027; B -1.252; F 0.220; F 0.093; F -0.042

Entry 3:
C4H5B | the ωB97M-V functional and the def2-TZVPD basis

Geometry as XYZ:
```
10
Properties=species:S:1:pos:R:3:forces:R:3
B 0.416862 0.316176 1.130858 -0.6 0.6 3.3
C -0.470156 1.203031 0.114535 0.1 1.9 0.8
C 0.831151 -0.919601 0.332607 -0.8 1.0 -0.9
C -0.675412 0.390481 -0.924299 -1.8 2.1 -2.0
C 0.040676 -0.865481 -0.765350 1.1 -3.5 -0.6
H 0.491348 0.356472 2.650294 -0.1 0.1 -3.7
H -0.773971 2.302252 0.225961 0.2 -2.0 -0.3
H 1.478951 -1.672608 0.645314 0.6 -1.4 0.1
H -1.254773 0.649993 -1.911616 1.1 -0.6 2.1
H -0.084676 -1.760715 -1.498306 0.2 1.8 1.2
```
Forces are in eV/Å.

**Energy above the lowest of the compared OMol25 structures with the same formula, charge and spin**: 11.50 kcal per mole
**HOMO level**: -0.326 Ha
**LUMO level**: -0.952 eV
**Frontier orbital gap**: 7.91 eV

Partial charges, Löwdin, in e: B -0.128; C -0.067; C -0.073; C -0.156; C -0.117; H 0.104; H 0.103; H 0.056; H 0.140; H 0.138

Entry 4:
C35H52Br2Cl2F3N5O5P | the ωB97M-V functional and the def2-TZVPD basis

Geometry as XYZ:
```
105
Properties=species:S:1:pos:R:3:forces:R:3
C 3.736756 3.383611 0.644709 -0.3 -0.1 -0.3
C 2.505114 4.429404 0.612691 0.5 0.4 -0.3
C 2.317771 5.021312 2.099939 -0.9 -1.3 0.6
C 1.186720 3.757430 -0.022207 -0.9 0.4 0.9
C 0.623530 2.475087 0.803360 0.2 0.4 0.6
C -0.992996 2.373638 0.830182 0.1 0.5 0.6
C 1.345634 1.067599 0.350142 0.1 2.8 1.2
O 0.325002 0.040859 0.471458 1.0 -1.0 -2.4
C 0.572286 -1.129337 -0.305135 -0.3 -1.2 3.0
P 2.295731 -1.776062 0.323262 0.7 -0.1 3.3
N 2.400550 -1.581638 1.906368 -0.1 -0.6 -1.7
C -0.518304 -2.250509 0.073323 0.3 0.8 1.6
C -0.738858 -2.457982 1.681059 -0.9 -0.4 0.1
C 0.036734 -3.728329 2.292630 -0.4 0.2 0.9
C 0.263834 -3.589430 3.910323 0.8 -0.1 -1.2
F 0.745751 -2.291159 4.303321 -1.6 -2.7 -0.9
Br 1.791685 -4.858198 4.306105 -0.6 1.0 -0.2
C -0.991106 -4.126545 4.781108 0.4 0.2 1.4
F -2.265152 -3.903154 4.167011 3.2 -1.2 1.1
F -0.731472 -5.501863 5.111538 -1.9 3.1 -1.3
Br -0.954340 -3.110902 6.518766 -0.4 -0.9 -1.2
O 0.012202 -3.488937 -0.424595 -0.4 1.5 -1.9
C 0.017786 -3.562358 -1.916744 0.9 -1.5 2.7
C 0.864202 -4.963359 -2.052802 -1.0 -1.1 0.6
C 0.832766 -5.693835 -3.466240 0.6 0.8 -1.1
C 2.259803 -6.365057 -3.897197 -1.1 0.4 -1.2
N 2.295471 -7.842390 -3.685094 0.5 1.2 0.8
N -1.435695 -3.712607 -2.194261 -0.3 -0.3 -5.0
C -1.790261 -3.843156 -3.421500 0.4 0.2 -3.9
O -2.054669 -3.913218 -4.654009 1.2 0.4 8.1
C 0.752947 -2.281919 -2.572712 0.0 -1.1 -3.1
C 2.284755 -2.575237 -3.072495 -0.6 -1.4 -0.4
O 2.805799 -1.470456 -3.919612 -1.8 -1.2 2.4
N 4.004725 -1.979013 -4.378655 2.3 3.2 -1.2
O 4.667035 -1.042847 -4.717141 -0.8 -2.5 0.3
N 0.641361 -0.972671 -1.800388 0.9 1.2 -0.5
C -0.303621 0.030631 -2.407294 -1.3 2.8 -1.8
Cl -2.000832 -0.554297 -2.738945 1.5 0.2 1.0
C 0.255558 0.680541 -3.818426 -0.8 1.7 0.1
C -0.126257 2.278956 -3.831079 1.3 -0.2 0.3
Cl -0.614706 -0.006507 -5.309170 1.5 0.1 1.1
H 4.727222 3.920609 0.428154 -1.4 -0.9 0.6
H 3.758786 2.858874 1.679794 0.2 0.9 -1.8
H 3.605943 2.561791 -0.171019 0.3 1.4 1.3
H 2.769003 5.338369 -0.067961 -0.4 -1.7 1.0
H 1.279976 5.519782 2.279284 1.9 -0.6 -0.5
H 3.170624 5.698969 2.461653 -1.3 -0.9 -0.9
H 2.323091 4.101236 2.817948 0.0 1.6 -1.1
H 1.315759 3.499376 -1.133691 0.0 0.4 1.5
H 0.346900 4.563754 0.042904 1.4 -1.4 -0.2
H 0.936941 2.663699 1.910098 -0.6 -0.4 -1.9
H -1.464173 1.980677 -0.138703 0.7 0.4 1.4
H -1.481180 3.414228 1.022425 1.1 -1.7 -0.4
H -1.275351 1.735445 1.752041 0.2 0.8 -1.8
H 2.226459 0.949459 1.103519 -1.5 -0.5 -1.5
H 1.735195 1.251466 -0.716240 -0.6 -0.7 1.2
H 3.287827 -0.923335 -0.298272 -0.8 -0.5 -0.5
H 2.546937 -3.135253 -0.052106 -0.2 0.8 -0.6
H 2.588424 -2.464497 2.406431 -0.2 0.7 -0.3
H -1.535330 -1.911582 -0.328830 1.4 -0.8 0.1
H -0.546642 -1.515500 2.299188 0.0 -1.3 -1.2
H -1.875281 -2.687658 1.797533 2.0 0.5 -0.2
H 1.076240 -3.929095 1.860503 -1.8 0.4 0.5
H -0.626443 -4.665163 2.164322 1.3 1.4 0.1
H 1.937853 -4.857655 -1.611000 -1.8 0.2 -1.0
H 0.330685 -5.681002 -1.302864 0.9 1.5 -1.2
H 0.601828 -4.899444 -4.282347 0.3 -1.2 1.2
H 0.016637 -6.504959 -3.583187 1.3 1.5 0.5
H 3.133708 -5.793871 -3.404424 -1.3 -1.3 -0.6
H 2.354122 -6.178032 -5.041569 -0.1 -0.3 1.9
H 2.553847 -8.030022 -2.704948 -0.5 -0.2 -0.8
H 1.407543 -8.301774 -3.935757 0.7 0.5 0.3
H 0.218611 -2.061071 -3.587447 0.7 -0.3 1.8
H 2.327637 -3.476301 -3.810871 -0.7 1.3 1.7
H 2.995279 -2.852182 -2.217359 -0.9 0.8 -1.2
H 1.583754 -0.517379 -1.937781 -0.9 -0.2 -0.2
H -0.446985 0.985845 -1.756267 0.6 -2.2 -0.5
H 1.397863 0.653287 -3.899501 -1.7 -0.6 -0.1
H 0.758501 2.799582 -3.288996 -1.6 -0.7 -0.7
H -1.099797 2.505433 -3.269770 1.3 -0.4 -1.1
H -0.108979 2.704199 -4.912494 -0.3 -1.0 2.0
C -0.486963 10.323510 3.970914 0.0 -0.1 -0.1
C -1.331973 9.405502 4.587887 0.0 0.0 -0.1
C -1.554716 8.161809 4.004195 0.1 0.0 -0.1
C -0.924143 7.832254 2.807416 0.0 0.1 0.1
C -0.076164 8.748900 2.192343 0.0 0.0 0.1
C 0.139317 9.996086 2.771401 -0.1 -0.1 0.1
H -0.316209 11.294413 4.424628 0.0 -0.1 0.0
H -1.818135 9.660033 5.524370 0.0 0.0 -0.1
H -2.218763 7.448862 4.482017 0.1 0.1 0.0
H -1.093990 6.860370 2.354440 0.0 0.1 0.0
H 0.416777 8.491080 1.259868 0.0 0.0 0.1
H 0.796014 10.712470 2.288969 -0.1 -0.1 0.0
C -6.696614 -0.822487 1.038877 0.1 -0.1 0.0
C -6.450042 -1.910585 1.871435 0.1 0.0 -0.1
C -5.315207 -2.692837 1.678225 0.0 0.1 0.0
C -4.421125 -2.380681 0.657656 -0.1 0.1 0.0
C -4.665716 -1.290258 -0.172465 0.0 0.0 0.1
C -5.805407 -0.513586 0.014894 0.0 -0.1 0.1
H -7.583359 -0.214988 1.187793 0.1 -0.1 0.0
H -7.143706 -2.149634 2.671206 0.1 0.0 -0.1
H -5.126800 -3.545061 2.323127 0.0 0.1 0.0
H -3.533426 -2.988059 0.509561 -0.1 0.0 -0.1
H -3.967219 -1.046456 -0.966960 -0.1 0.0 0.1
H -5.998703 0.332943 -0.635787 0.0 -0.1 0.1
```
Forces are in eV/Å.

**HOMO level**: -0.396 Ha
**LUMO level**: -3.480 eV
**Charge**: +1
**Frontier orbital gap**: 7.30 eV

Atomic partial charges in e from the Löwdin method, atoms 1 to 99: C -0.095; C -0.388; C -0.098; C -0.155; C -0.273; C -0.070; C -0.179; O -0.130; C -0.421; P 0.853; N -0.227; C -0.219; C -0.075; C -0.175; C -0.671; F -0.114; Br 0.780; C -0.710; F -0.015; F -0.102; Br 0.774; O -0.153; C -0.332; C -0.100; C -0.185; C -0.275; N -0.028; N 0.173; C -0.179; O 0.115; C -0.085; C -0.099; O -0.137; N -0.018; O 0.090; N -0.029; C -0.547; Cl 0.715; C -0.626; C -0.123; Cl 0.565; H 0.088; H 0.089; H 0.069; H 0.139; H 0.079; H 0.093; H 0.076; H 0.094; H 0.121; H 0.138; H 0.068; H 0.096; H 0.097; H 0.125; H 0.111; H 0.038; H 0.027; H -0.027; H 0.127; H 0.130; H 0.108; H 0.060; H 0.141; H 0.121; H 0.149; H 0.103; H 0.128; H 0.115; H 0.119; H 0.071; H 0.073; H 0.142; H 0.137; H 0.106; H 0.147; H 0.112; H 0.110; H 0.078; H 0.094; H 0.098; C -0.091; C -0.092; C -0.097; C -0.113; C -0.105; C -0.094; H 0.103; H 0.103; H 0.100; H 0.086; H 0.096; H 0.102; C -0.084; C -0.082; C -0.085; C -0.107; C -0.105; C -0.089

What are the max |F| values for these records? In order: 3.783, 3.623, 3.746, 8.200 eV Å⁻¹.
What are the E_tot values for these records? In order: -732.4404, -3839.4922, -180.1459, -8723.4979 Eh.